(1)
Entry from the Open Molecules 2025 dataset: one molecule with the formula C3H5NO3 (the ωB97M-V functional and the def2-TZVPD basis).

The charge is 0. The value obtained for the LUMO energy is 0.80 eV. The calculation puts the strongest force on any atom at 0.600 eV Å⁻¹. The HOMO energy comes out at -10.28 eV. The SMILES is NC(=O)COC=O.

Structure (XYZ):
```
12
Properties=species:S:1:pos:R:3:forces:R:3:lowdin_charge:R:1
O 1.7003 0.0160 1.4195 -0.449 0.165 -0.166 0.11
H -1.4689 0.0126 -2.1573 -0.133 -0.205 0.011 0.15
N 0.7256 1.1971 -0.3545 0.287 0.099 0.026 0.11
C -0.5300 -0.5852 0.8690 0.129 -0.079 0.209 -0.10
H -1.0370 -0.2566 1.7795 0.145 -0.068 -0.058 0.14
C 0.7577 0.2162 0.6989 0.339 -0.044 0.220 -0.45
C -0.9456 -0.5865 -1.4039 0.114 -0.427 -0.205 -0.36
O -1.4465 -0.3380 -0.1831 0.037 0.071 -0.170 -0.03
O -0.0508 -1.3589 -1.6348 -0.250 0.520 0.164 0.08
H 1.4325 0.9194 -1.0300 -0.053 -0.101 -0.160 0.10
H 1.0657 2.0838 0.0047 0.012 -0.019 0.210 0.10
H -0.2448 -1.6360 0.9683 -0.176 0.088 -0.081 0.14
```
Positions in Å, forces in eV/Å.

---

(2)
Entry from the Open Molecules 2025 dataset: one molecule with the formula C3H5NO3 at a distorted geometry (the ωB97M-V functional and the def2-TZVPD basis).

The spin multiplicity is 3. The charge is 0. Its expectation value of S² is 2.007. The value obtained for the LUMO energy (alpha / beta) is 0.91 / -2.60 eV. The calculation puts the strongest force on any atom at 12.604 eV Å⁻¹. The HOMO energy (alpha / beta) comes out at -5.50 / -10.63 eV.

Structure (XYZ):
```
12
Properties=species:S:1:pos:R:3:forces:R:3:mulliken_spin:R:1
H 2.5306 -0.4844 0.9159 0.154 -1.552 2.535 -0.01
O 1.4217 0.6399 -0.1847 -1.919 0.646 -0.714 0.23
C 0.2939 -0.0815 0.0348 8.581 -6.815 1.226 0.81
H 3.3107 0.7512 0.1365 1.374 0.093 -0.772 0.00
O -1.9929 -0.3600 0.2692 2.425 0.033 -0.391 0.11
H 2.7827 -0.8762 -0.7150 0.450 0.139 -0.828 -0.01
H 0.4026 -1.0816 0.3981 0.529 -0.578 0.232 0.02
C 2.6587 -0.0741 -0.0136 -1.830 1.335 -0.154 0.02
H -3.1282 1.1397 -0.8100 0.882 -0.818 0.271 0.00
N -0.8706 0.4151 -0.0364 -10.542 6.733 -1.546 0.78
O -4.2315 -0.2009 0.1884 0.810 -0.434 -0.120 0.04
C -3.1778 0.2129 -0.1832 -0.914 1.218 0.261 0.00
```
Positions in Å, forces in eV/Å.

---

(3)
Entry from the Open Molecules 2025 dataset: a 2-piece molecular cluster, C3H5NO3S overall at a distorted geometry (the ωB97M-V functional and the def2-TZVPD basis).

The charge is 0. The value obtained for the LUMO energy is 0.62 eV. The calculation puts the strongest force on any atom at 6.072 eV Å⁻¹. The HOMO energy comes out at -9.24 eV. The SMILES is O=C(O)CS.N=C=O.

Structure (XYZ):
```
13
Properties=species:S:1:pos:R:3:forces:R:3:lowdin_charge:R:1
C 1.4560 1.3652 0.4717 0.307 0.397 1.283 -0.49
N -1.2722 -2.8620 -0.7191 -1.543 0.094 0.844 0.21
H -1.5816 0.0896 1.0853 1.305 0.465 -0.514 0.10
H 1.0834 2.0412 1.2225 0.163 0.847 0.092 0.06
O -2.6165 -1.3286 0.4020 -2.995 2.934 2.457 0.18
O -0.7768 0.6746 1.1753 0.938 -0.212 0.158 0.07
C 0.2751 0.4148 0.3228 -0.586 1.112 0.479 -0.56
C -1.8974 -2.0460 -0.0906 3.620 -3.549 -3.341 -0.44
S 1.9464 2.1956 -1.0364 -1.494 -0.158 -2.431 0.69
H -0.3350 -2.9873 -0.9934 0.775 0.228 -0.065 0.07
O 0.1900 -0.2949 -0.6179 -0.382 -1.767 -1.109 0.08
H 2.5011 1.1132 0.7796 -1.402 -1.181 0.451 0.08
H 1.0275 1.6246 -2.0018 1.296 0.790 1.697 -0.06
```
Positions in Å, forces in eV/Å.